A molecular structure, C52H74N9O6PbSSb2Si3 in a non-equilibrium geometry, computed with ωB97M-V with the def2-TZVPD basis set.

Summary:
- Charge: -1
- HOMO energy: -4.6 eV
- Gap between HOMO and LUMO: 5.80 eV

Element x y z (Å)
Pb: 0.202 -0.179 -0.274
C: -3.835 -5.301 -0.962
C: -2.524 -5.476 -1.006
C: -1.055 -3.767 -2.336
C: -1.344 -2.284 -2.406
C: -2.522 -2.043 -1.825
C: -4.229 -3.843 -1.056
N: -0.411 -1.360 -2.847
C: -0.772 -0.287 -3.528
C: -1.956 -0.207 -4.346
C: -2.171 0.862 -5.156
C: -1.262 1.959 -5.215
C: -0.158 1.957 -4.422
C: 0.085 0.875 -3.534
N: 1.042 0.878 -2.579
N: 1.928 1.798 -2.585
C: 2.797 1.737 -1.496
C: 3.829 2.687 -1.475
C: 4.751 2.660 -0.453
C: 4.647 1.678 0.529
C: 3.589 0.797 0.447
N: 2.672 0.825 -0.520
H: -4.578 -6.089 -0.963
H: -2.029 -6.440 -1.014
H: 0.017 -3.963 -2.312
H: -3.053 -1.108 -1.905
H: -4.959 -3.555 -0.301
H: -2.647 -1.040 -4.325
H: -3.056 0.881 -5.782
H: -1.462 2.789 -5.880
H: 0.539 2.784 -4.412
H: 3.870 3.413 -2.275
H: 5.545 3.395 -0.411
H: 5.355 1.606 1.343
H: 3.456 0.022 1.190
N: -3.198 -5.400 -5.072
C: -2.904 -4.527 -3.997
C: -4.142 -3.795 -3.607
C: -4.743 -3.540 -2.443
C: -2.881 -3.105 -0.841
C: -1.771 -4.180 -1.024
C: -1.639 -4.464 -3.547
S: -2.712 -2.353 0.881
O: -1.544 -2.967 1.495
O: -3.951 -2.524 1.596
N: -2.233 -0.858 0.580
C: -2.995 0.080 -0.006
N: -4.338 0.056 -0.032
C: -4.931 0.970 -0.783
C: -4.253 1.917 -1.537
C: -2.875 1.915 -1.387
N: -2.254 1.059 -0.601
H: -3.926 -5.073 -5.688
H: -2.385 -5.710 -5.584
H: -4.696 -3.476 -4.490
H: -5.692 -3.015 -2.500
H: -1.065 -4.136 -0.197
H: -0.929 -5.072 -4.106
H: -6.018 0.942 -0.787
H: -4.769 2.597 -2.197
H: -2.246 2.633 -1.909
O: -0.688 1.691 2.877
C: 0.484 1.403 2.656
O: 0.942 0.383 2.039
C: 1.532 2.400 3.110
C: 2.149 3.217 2.167
C: 3.047 4.193 2.561
C: 3.310 4.347 3.911
C: 2.694 3.563 4.874
C: 1.801 2.589 4.463
N: 4.260 5.381 4.336
O: 4.834 6.019 3.473
O: 4.429 5.547 5.530
H: 1.911 3.100 1.116
H: 3.529 4.842 1.844
H: 2.912 3.730 5.919
H: 1.296 1.973 5.196
C: 1.293 -6.109 -0.872
Si: 1.510 -5.345 0.834
C: 3.000 -6.270 1.541
C: 0.048 -5.808 1.918
Sb: 1.754 -2.754 0.688
Si: 2.290 -2.293 3.185
C: 0.646 -2.091 4.047
C: 3.586 -1.007 3.618
C: 3.072 -3.864 3.885
Si: 3.752 -2.937 -0.975
C: 2.842 -3.073 -2.617
C: 4.983 -1.533 -1.190
C: 4.839 -4.468 -0.808
H: 1.291 -7.196 -0.753
H: 2.111 -5.846 -1.544
H: 0.363 -5.817 -1.355
H: 2.908 -7.313 1.223
H: 3.006 -6.248 2.629
H: 3.962 -5.897 1.199
H: -0.469 -6.679 1.505
H: -0.676 -4.994 1.993
H: 0.387 -6.052 2.927
H: 0.348 -1.046 4.119
H: 0.692 -2.531 5.046
H: -0.140 -2.594 3.477
H: 3.370 -0.011 3.233
H: 4.569 -1.322 3.258
H: 3.629 -0.946 4.709
H: 2.336 -4.659 4.015
H: 3.498 -3.635 4.867
H: 3.875 -4.240 3.250
H: 2.009 -2.366 -2.675
H: 2.432 -4.073 -2.776
H: 3.528 -2.851 -3.440
H: 4.510 -0.644 -1.606
H: 5.743 -1.880 -1.896
H: 5.482 -1.243 -0.264
H: 4.267 -5.395 -0.826
H: 5.424 -4.454 0.114
H: 5.534 -4.482 -1.652
C: -1.008 5.529 3.465
C: -0.985 5.991 2.008
C: 0.353 6.640 1.676
Sb: -1.416 4.280 0.735
C: -3.518 4.229 1.395
C: -3.740 2.971 2.234
C: -4.520 4.316 0.245
C: -1.758 5.400 -1.128
C: -2.110 6.872 -0.970
C: -0.551 5.203 -2.045
H: -0.742 6.353 4.136
H: -0.292 4.718 3.628
H: -1.992 5.160 3.762
H: -1.797 6.705 1.841
H: 1.173 5.961 1.919
H: 0.502 7.554 2.262
H: 0.447 6.903 0.620
H: -3.629 5.107 2.039
H: -3.668 2.069 1.624
H: -4.734 2.980 2.695
H: -2.997 2.869 3.027
H: -4.355 3.520 -0.497
H: -4.456 5.282 -0.262
H: -5.549 4.197 0.608
H: -2.615 4.890 -1.578
H: -1.274 7.445 -0.563
H: -2.963 7.019 -0.303
H: -2.367 7.317 -1.939
H: 0.349 5.663 -1.624
H: -0.720 5.660 -3.028
H: -0.326 4.146 -2.209



11 unconnected molecules or ions with the total composition C52H75FN2O22P2 in a non-equilibrium geometry, computed with ωB97M-V with the def2-TZVPD basis set.

Summary:
- HOMO energy: -7.2 eV
- Gap between HOMO and LUMO: 7.14 eV

Element x y z (Å)
C: -1.207 2.346 2.203
C: 0.009 2.396 1.295
N: -0.001 1.320 0.308
C: -1.051 1.062 -0.536
C: -0.721 -0.035 -1.236
N: 0.487 -0.480 -0.794
C: 0.937 0.396 0.102
C: 1.172 -1.680 -1.273
H: -1.140 3.026 3.050
H: -1.380 1.358 2.628
H: -2.047 2.651 1.575
H: 0.883 2.287 1.941
H: 0.201 3.260 0.651
H: -1.938 1.660 -0.637
H: -1.260 -0.532 -2.026
H: 1.945 0.384 0.488
H: 2.124 -1.751 -0.748
H: 1.240 -1.681 -2.352
H: 0.610 -2.530 -0.883
F: 0.115 -0.600 -4.491
C: 6.291 -2.459 0.850
C: 5.594 -1.521 1.610
C: 4.874 -0.521 0.981
C: 4.909 -0.438 -0.412
C: 5.677 -1.321 -1.155
C: 6.475 -2.280 -0.511
O: 7.301 -3.070 -1.245
O: 4.151 0.420 1.708
H: 6.958 -3.175 1.321
H: 5.855 -1.557 2.662
H: 4.454 0.396 -0.937
H: 5.834 -1.141 -2.213
H: 6.943 -3.098 -2.150
H: 4.547 1.292 1.606
C: -1.806 -4.647 -4.670
C: -3.107 -5.105 -4.436
C: -3.830 -4.693 -3.321
C: -3.230 -3.814 -2.438
C: -1.953 -3.343 -2.670
C: -1.242 -3.730 -3.801
O: -0.003 -3.226 -4.069
O: -5.117 -5.068 -3.110
H: -1.327 -5.090 -5.531
H: -3.561 -5.689 -5.230
H: -3.806 -3.456 -1.592
H: -1.454 -2.714 -1.949
H: 0.060 -2.248 -4.196
H: -5.527 -5.556 -3.825
C: -5.558 -0.502 -3.645
C: -4.366 0.180 -3.383
C: -3.239 -0.151 -4.107
C: -3.252 -1.196 -5.040
C: -4.449 -1.824 -5.308
C: -5.613 -1.463 -4.639
O: -6.769 -2.165 -4.853
O: -2.095 0.548 -3.906
H: -6.397 -0.305 -2.986
H: -4.344 0.982 -2.657
H: -2.326 -1.395 -5.563
H: -4.575 -2.626 -6.027
H: -7.373 -2.202 -4.111
H: -1.282 0.100 -4.275
C: 3.125 3.794 -2.037
C: 3.349 2.525 -2.567
C: 2.277 1.742 -2.967
C: 0.983 2.253 -2.908
C: 0.770 3.545 -2.441
C: 1.843 4.305 -1.988
O: 1.545 5.579 -1.523
O: 2.459 0.481 -3.456
H: 4.015 4.283 -1.652
H: 4.337 2.098 -2.687
H: 0.130 1.684 -3.256
H: -0.239 3.920 -2.327
H: 2.402 5.932 -1.250
H: 1.637 0.223 -3.931
C: -3.759 -2.119 3.772
C: -2.384 -1.916 3.671
C: -1.769 -1.866 2.434
C: -2.570 -1.875 1.297
C: -3.926 -2.152 1.394
C: -4.548 -2.189 2.632
O: -5.910 -2.241 2.664
O: -0.415 -1.837 2.246
H: -4.240 -2.030 4.739
H: -1.863 -1.857 4.621
H: -2.142 -1.786 0.307
H: -4.475 -2.233 0.464
H: -6.279 -2.021 3.522
H: 0.035 -1.862 3.102
C: 3.583 4.960 6.673
C: 3.678 3.974 5.690
C: 2.818 3.989 4.604
C: 1.816 4.949 4.517
C: 1.660 5.884 5.534
C: 2.552 5.884 6.585
O: 2.425 6.876 7.541
O: 2.939 3.148 3.503
H: 4.303 4.833 7.471
H: 4.439 3.210 5.817
H: 1.118 4.817 3.701
H: 0.953 6.699 5.463
H: 3.252 6.926 8.031
H: 3.635 2.545 3.803
C: 4.865 -7.185 -4.934
O: 5.588 -6.270 -4.132
P: 5.164 -4.753 -3.971
O: 6.288 -3.844 -3.752
O: 4.231 -4.420 -5.199
C: 3.203 -3.435 -4.994
O: 4.105 -4.723 -2.759
C: 4.418 -5.374 -1.559
H: 5.498 -7.569 -5.734
H: 3.923 -6.821 -5.341
H: 4.578 -8.077 -4.367
H: 2.184 -3.789 -5.156
H: 3.378 -2.643 -5.720
H: 3.166 -3.023 -3.989
H: 4.596 -4.671 -0.735
H: 5.315 -6.004 -1.475
H: 3.641 -6.058 -1.205
C: -4.121 5.428 -1.291
O: -4.427 4.588 -0.188
P: -5.757 4.840 0.654
O: -7.005 4.945 -0.101
O: -5.658 3.672 1.710
C: -5.583 2.300 1.309
O: -5.449 6.104 1.547
C: -6.249 7.298 1.515
H: -4.980 5.960 -1.699
H: -3.657 4.880 -2.109
H: -3.373 6.153 -0.960
H: -4.533 2.014 1.313
H: -6.034 2.219 0.318
H: -6.166 1.685 1.990
H: -5.723 7.976 2.191
H: -7.252 7.182 1.912
H: -6.138 7.728 0.522
C: -1.332 1.534 6.182
O: -0.348 1.012 5.311
C: 0.702 0.342 5.986
C: 1.657 -0.258 4.999
O: 1.270 -1.596 4.731
C: 2.318 -2.377 4.185
H: -1.515 2.589 5.998
H: -1.102 1.352 7.237
H: -2.241 0.935 6.046
H: 0.361 -0.397 6.720
H: 1.169 1.116 6.614
H: 2.689 -0.247 5.371
H: 1.646 0.310 4.060
H: 3.172 -2.391 4.872
H: 2.676 -1.911 3.255
H: 1.980 -3.385 3.971



A molecular structure, C52H76BN17O6PV in a non-equilibrium geometry, computed with ωB97M-V with the def2-TZVPD basis set.

Summary:
- Charge: +1
- Spin multiplicity: 4
- ⟨S²⟩: 3.791
- HOMO energy (alpha / beta): -8.3 / -9.3 eV
- Gap between HOMO and LUMO (alpha / beta): 5.26 / 6.35 eV

Element x y z (Å)
V: 0.828 1.637 -0.532
B: 3.193 2.497 1.936
N: 3.572 1.984 0.539
C: 4.837 1.858 0.131
C: 4.838 1.282 -1.128
C: 3.493 1.092 -1.417
N: 2.754 1.511 -0.391
N: 1.759 3.052 1.925
C: 1.358 3.950 2.827
C: 0.011 4.197 2.638
C: -0.333 3.378 1.572
N: 0.735 2.686 1.153
H: 3.929 3.397 2.198
H: 3.253 1.596 2.720
H: 5.653 2.173 0.747
H: 5.696 1.054 -1.727
H: 3.015 0.649 -2.266
H: 2.041 4.356 3.544
H: -0.606 4.877 3.190
H: -1.301 3.255 1.123
C: -6.405 -1.736 2.346
C: -6.620 -1.375 0.881
N: -5.818 -0.236 0.460
C: -6.268 1.062 0.925
C: -7.566 1.518 0.256
C: -4.657 -0.471 -0.197
O: -4.229 -1.595 -0.404
C: -3.891 0.730 -0.667
C: -4.457 1.731 -1.451
C: -3.700 2.852 -1.737
C: -2.400 2.910 -1.264
N: -1.792 1.888 -0.660
C: -2.532 0.824 -0.367
H: -6.927 -2.662 2.573
H: -6.782 -0.961 3.011
H: -5.345 -1.881 2.535
H: -7.672 -1.148 0.698
H: -6.329 -2.215 0.250
H: -5.487 1.800 0.740
H: -6.423 1.009 2.008
H: -7.502 1.421 -0.824
H: -7.757 2.561 0.494
H: -8.413 0.930 0.601
H: -5.470 1.642 -1.814
H: -4.092 3.671 -2.317
H: -1.833 3.822 -1.389
H: -2.013 0.005 0.123
N: -1.015 -2.803 -0.289
N: -0.630 -1.483 0.193
H: -0.706 -2.874 -1.259
H: -2.036 -2.825 -0.287
H: 0.335 -1.303 -0.104
H: -0.630 -1.551 1.212
C: 0.318 -1.925 -6.499
O: 1.036 -0.965 -5.761
C: 2.199 -1.333 -5.174
C: 2.702 -2.629 -5.195
C: 3.952 -2.921 -4.686
C: 4.742 -1.911 -4.162
C: 4.258 -0.619 -4.127
C: 2.979 -0.311 -4.591
N: 2.596 1.034 -4.604
C: 1.367 1.552 -4.852
C: 0.145 1.044 -4.408
C: -0.997 1.203 -5.241
C: -2.171 0.562 -4.972
C: -2.277 -0.264 -3.839
C: -1.253 -0.331 -2.939
C: -0.060 0.420 -3.107
O: 0.665 0.722 -2.105
H: -0.562 -1.401 -6.864
H: 0.002 -2.762 -5.874
H: 0.905 -2.290 -7.348
H: 2.127 -3.422 -5.640
H: 4.319 -3.937 -4.733
H: 5.734 -2.128 -3.797
H: 4.885 0.180 -3.762
H: 3.380 1.673 -4.672
H: 1.355 2.398 -5.535
H: -0.881 1.780 -6.147
H: -3.015 0.664 -5.635
H: -3.190 -0.813 -3.655
H: -1.347 -0.897 -2.029
O: 1.282 -0.455 2.521
P: 0.424 -1.281 3.395
N: -1.155 -0.766 3.325
C: -2.287 -1.350 4.032
C: -3.158 -0.157 4.418
C: -2.877 0.829 3.283
C: -1.379 0.656 3.070
N: 0.400 -2.883 2.966
C: -0.434 -3.921 3.564
C: 0.201 -5.241 3.121
C: 0.923 -4.847 1.835
C: 1.478 -3.478 2.195
N: 0.879 -1.299 5.036
C: 2.240 -1.744 5.292
C: 2.377 -1.543 6.797
C: 1.583 -0.254 7.056
C: 0.706 -0.071 5.804
H: -1.963 -1.936 4.892
H: -2.830 -2.011 3.344
H: -2.823 0.268 5.365
H: -4.210 -0.423 4.508
H: -3.136 1.855 3.539
H: -3.418 0.527 2.385
H: -0.820 1.287 3.773
H: -1.040 0.895 2.059
H: -1.448 -3.842 3.159
H: -0.478 -3.821 4.651
H: -0.542 -6.017 2.956
H: 0.915 -5.601 3.864
H: 0.204 -4.731 1.023
H: 1.701 -5.554 1.553
H: 1.685 -2.862 1.325
H: 2.399 -3.577 2.789
H: 2.971 -1.123 4.752
H: 2.365 -2.785 4.990
H: 3.416 -1.463 7.112
H: 1.918 -2.383 7.317
H: 2.249 0.599 7.181
H: 0.974 -0.341 7.953
H: 1.042 0.803 5.230
H: -0.351 0.057 6.048
C: 5.112 -3.455 0.325
N: 3.951 -2.850 -0.263
C: 3.256 -3.411 -1.388
C: 2.130 -2.375 -1.586
O: 1.268 -2.442 -2.433
N: 2.263 -1.421 -0.628
C: 3.320 -1.721 0.113
N: 3.717 -0.962 1.136
H: 5.076 -4.528 0.139
H: 5.115 -3.286 1.402
H: 6.034 -3.051 -0.103
H: 2.832 -4.394 -1.156
H: 3.891 -3.485 -2.273
H: 3.001 -0.371 1.552
H: 4.451 -1.290 1.740
N: -0.463 5.498 -5.447
C: -0.781 4.796 -4.340
O: -1.861 4.259 -4.194
C: 0.280 4.697 -3.289
C: 1.199 5.701 -2.972
C: 2.036 5.466 -1.885
C: 1.951 4.286 -1.177
N: 1.068 3.308 -1.481
C: 0.262 3.548 -2.519
H: -1.164 5.609 -6.161
H: 0.417 5.967 -5.563
H: 1.233 6.639 -3.501
H: 2.736 6.220 -1.564
H: 2.581 4.125 -0.313
H: -0.472 2.797 -2.766